Record 1
Formula: C21H24N2OP2Tc
Source: the OMol25 dataset
Level of theory: ωB97M-V with the def2-TZVPD basis set

```
51
Properties=species:S:1:pos:R:3:forces:R:3:lowdin_charge:R:1
C 4.071985 0.135280 0.446286 -1.021 0.020 -0.093 0.022
C 2.733176 0.482124 0.239402 0.025 -0.093 0.193 -0.229
C 1.912015 -0.337535 -0.586320 -0.391 -0.595 0.334 -0.191
C 2.434378 -1.597641 -1.022247 0.031 0.581 0.559 -0.138
C 3.774858 -1.962318 -0.708794 0.138 0.049 0.203 0.025
C 4.584591 -1.090316 -0.011999 0.162 -0.458 -0.370 -0.023
C 1.539975 -2.449368 -1.657985 0.755 -0.443 -1.643 0.115
C 0.412543 -1.953696 -2.316373 -0.352 0.435 0.208 -0.136
C -0.050481 -0.662776 -1.913219 -0.258 -0.432 0.674 -0.178
C -1.226210 -0.119099 -2.499541 -0.256 -0.045 0.239 -0.213
C -1.878061 -0.847662 -3.491380 0.364 0.483 0.642 0.018
C -1.416042 -2.107829 -3.899358 0.483 -0.620 -0.164 -0.021
C -0.289809 -2.661352 -3.326560 -0.388 -0.060 -0.047 0.026
H 4.704995 0.812811 1.019581 -0.131 -0.199 -0.100 0.136
H 4.135454 -2.937782 -1.044421 -0.031 0.346 0.145 0.138
H 5.619411 -1.352738 0.218594 -0.356 0.060 -0.169 0.131
H 1.853195 -3.472947 -1.864214 -0.100 0.089 0.112 0.154
H -2.775875 -0.423163 -3.941366 0.223 -0.140 0.028 0.136
H -1.954755 -2.644835 -4.677521 0.159 0.101 0.170 0.130
H 0.091930 -3.638305 -3.623026 -0.205 0.231 -0.041 0.137
N 0.545466 -0.094611 -0.786832 0.567 1.036 -0.758 -0.056
Tc -0.793276 -0.012655 0.883709 3.680 -0.712 1.585 0.917
C 2.092565 1.593610 1.030346 -0.115 -0.453 -0.363 -0.245
H 1.533173 2.292817 0.389827 0.119 -0.149 0.237 0.104
H 2.823609 2.147317 1.627912 -0.077 -0.034 -0.133 0.110
C -1.811898 1.186596 -1.988673 0.287 -0.138 0.034 -0.246
H -1.061508 1.991622 -1.987306 -0.209 -0.166 -0.072 0.107
H -2.667816 1.479276 -2.605658 0.198 0.090 0.014 0.107
P 0.882435 0.833150 2.217772 1.983 2.799 1.032 0.735
P -2.437898 1.024357 -0.259838 -2.096 1.172 -1.819 0.737
C -3.997088 0.116696 -0.419451 0.055 -0.153 0.253 -0.206
H -4.421814 -0.001648 0.584011 -0.047 0.002 -0.196 0.064
H -4.696108 0.664698 -1.060346 0.117 -0.072 0.123 0.074
H -3.807982 -0.877511 -0.835710 -0.067 0.122 0.008 0.056
C -2.915276 2.680818 0.289293 0.175 0.014 0.181 -0.216
H -3.700184 3.083953 -0.359414 0.139 -0.033 0.107 0.074
H -3.285923 2.598456 1.318356 -0.004 0.085 -0.199 0.063
H -2.040111 3.340003 0.280593 -0.214 -0.032 -0.038 0.051
C 1.850184 0.201389 3.610658 -0.206 -0.603 -0.119 -0.202
H 2.585399 0.952374 3.935240 -0.338 -0.141 -0.134 0.079
H 1.153778 -0.027195 4.430720 0.278 0.012 -0.148 0.075
H 2.358230 -0.719411 3.299037 -0.026 0.189 0.229 0.058
C 0.148004 2.364359 2.927917 -0.461 -0.157 0.118 -0.223
H -0.595113 2.077015 3.684379 0.209 0.172 -0.149 0.051
H 0.925961 2.985182 3.388482 -0.048 -0.167 -0.094 0.074
H -0.360927 2.939908 2.141696 0.165 -0.146 0.217 0.040
C -1.303253 -1.840931 0.765681 -2.078 -7.848 -1.412 -0.239
O -1.585997 -2.973380 0.668449 1.189 4.735 0.631 0.181
H 0.900974 -1.032306 1.438495 -2.070 1.031 0.119 0.152
N -2.643295 -0.079026 3.501981 1.047 0.001 -1.412 0.114
C -1.951584 -0.065776 2.549134 -1.004 0.235 1.279 -0.428
```
Positions in Å, forces in eV/Å.

Its net charge is +2. The value obtained for the gap between HOMO and LUMO (spin up / spin down) is 6.8 / 5.5 eV. As for the multiplicity: 4. The HOMO energy (spin up / spin down) comes out at -14.77 / -14.81 eV.

Record 2
Formula: C4H7NO2
Source: the OMol25 dataset
Level of theory: ωB97M-V with the def2-TZVPD basis set

```
14
Properties=species:S:1:pos:R:3:forces:R:3:lowdin_charge:R:1
C -0.854300 -0.845800 1.287280 -0.066 0.431 0.458 -0.013
C 0.333785 -0.103192 0.712258 0.404 -2.038 -2.114 -0.543
C 0.125736 0.080547 -0.996488 1.686 -0.557 1.936 -0.280
N 0.705380 -0.866246 -1.771592 -0.365 -0.066 -0.363 0.118
C -0.335102 1.275877 -0.998707 -0.352 1.327 2.289 0.132
O -0.273309 1.545919 0.799959 -0.405 0.204 -1.994 -0.081
O 1.490095 -0.368797 1.030927 -0.779 0.959 0.116 0.012
H 0.460362 2.163563 0.941863 0.117 -0.266 -0.127 0.098
H 1.000365 -0.596598 -2.699292 -0.088 -0.078 0.118 0.103
H 1.387404 -1.431848 -1.276001 -0.193 0.159 0.034 0.106
H -0.645098 2.220058 -1.390911 -0.104 -0.068 -0.249 0.085
H -0.701214 -1.920289 1.179972 0.081 0.096 -0.070 0.090
H -0.896336 -0.600589 2.350674 -0.030 -0.118 0.015 0.090
H -1.797769 -0.552605 0.830057 0.094 0.014 -0.049 0.083
```
Positions in Å, forces in eV/Å.

The energy relative to the best compared isomer or geometry (same formula, charge and spin) is 103.79 kcal/mol. The value obtained for the gap between HOMO and LUMO is 9.4 eV. As for the multiplicity: 1. The HOMO energy comes out at -8.78 eV.

Record 3
Formula: C5H8
Source: the OMol25 dataset
Level of theory: ωB97M-V with the def2-TZVPD basis set

```
13
Properties=species:S:1:pos:R:3:forces:R:3:lowdin_charge:R:1
C 0.919348 0.352947 -0.808663 0.342 0.037 -0.205 -0.137
C -0.209356 1.238265 -1.366096 -0.094 0.061 -0.022 -0.165
C -0.739512 0.497616 -0.263799 -0.255 -0.164 0.299 -0.187
C -1.253547 -0.135173 0.692971 0.347 0.054 -0.208 -0.127
C -0.821210 -1.068853 1.602831 -0.131 0.036 0.007 -0.102
H 1.001496 -0.681070 0.397113 -0.166 -0.025 0.104 0.096
H 1.742446 0.926785 -0.387848 -0.152 -0.110 -0.041 0.085
H 1.238957 -0.417856 -1.506832 -0.060 0.119 0.133 0.085
H -0.577696 0.981878 -2.359437 0.066 0.011 0.159 0.111
H -0.087993 2.312284 -1.225219 -0.004 -0.170 -0.004 0.111
H 0.603292 -1.133145 1.098851 0.045 0.025 -0.059 0.087
H -0.675223 -0.769037 2.640919 0.006 -0.019 -0.159 0.071
H -1.141002 -2.104640 1.485209 0.055 0.144 -0.005 0.072
```
Positions in Å, forces in eV/Å.

The energy relative to the best compared isomer or geometry (same formula, charge and spin) is 129.81 kcal/mol. The value obtained for the gap between HOMO and LUMO is 9.9 eV. As for the multiplicity: 1. The HOMO energy comes out at -8.81 eV.

Record 4
Formula: C2H4N2S3
Source: the OMol25 dataset
Level of theory: ωB97M-V with the def2-TZVPD basis set

```
11
Properties=species:S:1:pos:R:3:forces:R:3:lowdin_charge:R:1
C 0.210847 -0.150359 -1.798211 -1.098 2.006 0.474 -0.013
C 0.762828 -1.180148 -1.911883 0.726 -3.404 -0.992 -0.656
N 0.865749 -0.167830 1.170947 2.820 5.896 -0.930 -0.313
N -1.281077 0.958483 2.077663 1.967 -0.513 -0.917 -0.864
S 0.092892 1.137211 1.303770 -1.579 -1.258 1.303 0.810
S 1.256240 -2.797644 -2.199478 0.902 1.242 0.586 0.739
S -2.502961 2.072625 2.054783 0.402 1.200 -1.044 0.614
H -0.323426 0.653399 -1.401588 -0.335 0.838 -0.150 -0.010
H 0.425010 -0.962066 1.309741 -2.822 -4.949 1.131 -0.069
H 2.466727 -2.462966 -1.661922 -0.285 -0.750 -0.311 -0.106
H -1.972828 2.899295 1.056178 -0.698 -0.307 0.850 -0.133
```
Positions in Å, forces in eV/Å.

The energy relative to the best compared isomer or geometry (same formula, charge and spin) is 112.82 kcal/mol. The value obtained for the gap between HOMO and LUMO (spin up / spin down) is 7.6 / 7.6 eV. As for the multiplicity: 1. The HOMO energy (spin up / spin down) comes out at -8.48 / -8.47 eV.

Q: The highest multiplicity belongs to which entry?
A: C21H24N2OP2Tc